[1]
Density functional theory data (ωB97M-V/def2-TZVPD) for a 5-piece molecular cluster, C46H56BBr2N5O9S3 overall at a distorted geometry.

Summary:
Electronic energy ... -9104.41329 a.u.
Max |F| ... 0.142 Eh/bohr
Charge ... 0
SMILES ... CC[C@@H](Br)c1cc(O)c2c(c1Br)N(CCCCS(=O)(=O)O)c1c(C[C@@H](C)O)c(OC[C@@H](C)O)c(S)c(B(O)OC)c1S2.c1ccncc1.c1ccncc1.c1ccncc1.c1ccncc1

Atoms and positions in Å:
C1 4.093 2.076 5.275
C2 4.601 3.344 4.382
C3 5.803 2.949 3.378
Br1 7.331 2.392 4.580
C4 5.425 1.813 2.329
C5 6.008 0.375 2.302
C6 5.578 -0.724 1.270
O1 6.103 -2.046 1.249
C7 4.516 -0.322 0.222
C8 3.894 1.127 0.174
C9 4.369 2.186 1.224
Br2 3.551 3.995 1.058
N1 2.865 1.529 -0.834
C10 3.507 1.692 -2.179
C11 3.803 3.223 -2.590
C12 3.861 3.264 -4.216
C13 5.072 2.386 -4.814
S1 4.624 1.438 -6.354
O2 4.226 2.360 -7.499
O3 5.802 0.626 -6.849
O4 3.367 0.346 -6.115
C14 1.754 0.532 -0.868
C15 0.251 0.983 -0.768
C16 0.029 2.578 -0.644
C17 -0.336 3.263 -2.061
C18 -0.666 4.843 -1.821
O5 0.755 3.230 -3.016
C19 -0.936 -0.045 -0.787
O6 -2.240 0.495 -0.644
C20 -3.093 0.198 -1.787
C21 -4.560 -0.156 -1.171
C22 -5.429 1.164 -0.908
O7 -5.247 -1.198 -1.911
C23 -0.603 -1.555 -0.951
S2 -1.936 -2.830 -0.991
C24 0.877 -2.080 -1.056
B1 1.243 -3.670 -1.212
O8 0.550 -4.415 -2.260
O9 2.224 -4.360 -0.417
C25 3.246 -4.837 -1.362
C26 2.009 -1.021 -1.006
S3 3.820 -1.487 -1.063
H1 2.980 2.196 5.561
H2 4.653 2.063 6.286
H3 4.251 1.095 4.714
H4 3.732 3.876 3.869
H5 5.010 4.097 5.160
H6 6.198 3.892 2.842
H7 6.770 0.057 3.097
H8 7.104 -1.962 1.249
H9 4.544 1.182 -2.107
H10 2.954 1.105 -3.008
H11 4.829 3.523 -2.158
H12 3.050 3.970 -2.166
H13 2.883 2.934 -4.701
H14 4.075 4.362 -4.503
H15 5.521 1.653 -4.057
H16 5.904 3.118 -5.139
H17 2.665 0.879 -5.661
H18 -0.820 2.714 0.127
H19 0.955 3.073 -0.164
H20 -1.251 2.772 -2.564
H21 0.271 5.491 -2.016
H22 -1.491 5.122 -2.559
H23 -0.965 4.986 -0.721
H24 0.515 2.745 -3.831
H25 -2.692 -0.619 -2.472
H26 -3.184 1.189 -2.382
H27 -4.330 -0.605 -0.128
H28 -4.681 2.048 -0.912
H29 -6.223 1.339 -1.728
H30 -5.917 1.202 0.136
H31 -5.225 -2.010 -1.345
H32 -2.549 -2.942 0.259
H33 0.067 -5.177 -1.872
H34 4.254 -4.479 -0.931
H35 3.233 -5.986 -1.457
H36 3.145 -4.370 -2.407
N2 -8.654 0.331 -1.007
C27 -9.228 -0.824 -1.381
C28 -10.590 -1.068 -1.306
C29 -11.410 -0.065 -0.812
C30 -10.844 1.138 -0.417
C31 -9.471 1.286 -0.535
H37 -8.544 -1.578 -1.757
H38 -10.998 -2.019 -1.625
H39 -12.482 -0.219 -0.737
H40 -11.454 1.943 -0.026
H41 -8.981 2.210 -0.242
N3 -5.179 -4.266 0.638
C32 -5.473 -5.486 0.159
C33 -5.889 -6.545 0.948
C34 -6.006 -6.339 2.315
C35 -5.706 -5.089 2.838
C36 -5.301 -4.093 1.965
H42 -5.364 -5.598 -0.915
H43 -6.116 -7.507 0.506
H44 -6.327 -7.144 2.967
H45 -5.786 -4.893 3.900
H46 -5.059 -3.098 2.325
N4 8.812 -3.280 1.746
C37 9.248 -4.202 0.872
C38 10.365 -4.994 1.080
C39 11.079 -4.825 2.257
C40 10.652 -3.878 3.177
C41 9.521 -3.138 2.878
H47 8.659 -4.295 -0.034
H48 10.669 -5.724 0.341
H49 11.960 -5.425 2.456
H50 11.186 -3.719 4.106
H51 9.145 -2.388 3.567
N5 -6.075 2.269 2.665
C42 -7.403 2.108 2.792
C43 -8.225 2.992 3.472
C44 -7.646 4.107 4.060
C45 -6.276 4.297 3.946
C46 -5.541 3.357 3.242
H52 -7.808 1.220 2.318
H53 -9.291 2.813 3.541
H54 -8.255 4.822 4.602
H55 -5.790 5.156 4.392
H56 -4.468 3.463 3.121

Mulliken population analysis, charges in e, atoms 1 to 6:
1 C -0.875
2 C -0.421
3 C -0.349
4 Br -0.177
5 C 0.544
6 C -0.592

[2]
Density functional theory data (ωB97M-V/def2-TZVPD) for C22H22AuN6O3S2 as an isolated structure.

Summary:
ΔE to the lowest compared entry with this formula, charge and spin ... 35.2 kJ/mol
Max |F| ... 0.012 Eh/bohr
Charge ... +1

Atoms and positions in Å:
Au1 0.893 -0.200 0.267
N1 3.734 2.451 -1.509
C1 2.825 1.805 -0.762
S1 2.736 0.052 -1.025
N2 2.108 2.489 0.079
N3 1.205 1.725 0.754
C2 0.526 2.187 1.751
C3 0.677 3.566 2.247
C4 1.901 4.002 2.747
C5 2.024 5.298 3.219
C6 0.939 6.163 3.170
C7 -0.276 5.734 2.655
C8 -0.413 4.432 2.200
C9 -0.463 1.253 2.337
C10 -1.297 1.580 3.382
C11 -2.264 0.659 3.780
C12 -2.390 -0.535 3.106
C13 -1.510 -0.816 2.067
N4 -0.549 0.035 1.745
H1 4.382 1.941 -2.082
H2 3.930 3.416 -1.299
H3 2.746 3.327 2.774
H4 2.970 5.635 3.621
H5 1.042 7.178 3.532
H6 -1.117 6.411 2.607
H7 -1.356 4.096 1.784
H8 -1.203 2.540 3.866
H9 -2.930 0.899 4.597
H10 -3.162 -1.248 3.354
H11 -1.573 -1.713 1.468
O1 -0.067 1.318 -2.649
C14 -0.848 2.316 -2.117
C15 -0.631 3.626 -2.535
C16 -1.396 4.662 -2.034
C17 -2.392 4.396 -1.105
C18 -2.595 3.093 -0.690
C19 -1.835 2.023 -1.172
C20 -2.132 0.661 -0.571
O2 -2.978 0.606 0.319
O3 -1.418 -0.351 -0.921
H12 0.561 1.734 -3.251
H13 0.142 3.827 -3.269
H14 -1.216 5.673 -2.375
H15 -3.007 5.196 -0.714
H16 -3.363 2.851 0.032
C21 1.722 -3.688 -3.770
N5 1.636 -3.437 -2.341
C22 0.702 -2.679 -1.781
N6 -0.265 -2.141 -2.470
S2 0.763 -2.522 -0.023
H17 2.667 -4.180 -3.978
H18 1.696 -2.746 -4.321
H19 0.910 -4.333 -4.109
H20 2.339 -3.811 -1.725
H21 -0.281 -2.209 -3.476
H22 -0.936 -1.477 -1.986

Mulliken population analysis, charges in e, atoms 1 to 6:
1 Au 0.667
2 N -0.416
3 C 0.709
4 S -0.443
5 N -1.272
6 N 0.792

[3]
Density functional theory data (ωB97M-V/def2-TZVPD) for an isolated molecule of C6H13N3O2 at a distorted geometry.

Summary:
ΔE to the lowest compared entry with this formula, charge and spin ... 78.2 kJ/mol
Max |F| ... 0.046 Eh/bohr
Charge ... 0
SMILES ... C[C@@]1(N)C[NH2+]CCN1C(=O)[O-]

Atoms and positions in Å:
C1 2.233 -0.078 -0.019
C2 0.492 1.228 0.997
C3 0.084 1.911 -0.324
C4 -0.662 -0.281 -1.174
C5 -0.229 -1.004 0.114
C6 -1.370 -1.189 1.123
N1 0.912 -0.116 0.763
N2 0.270 -2.284 -0.278
N3 -1.045 1.132 -0.903
O1 2.199 -0.597 -1.135
O2 3.096 0.528 0.582
H1 1.356 1.749 1.421
H2 -0.337 1.286 1.714
H3 -0.216 2.951 -0.185
H4 0.928 1.855 -1.013
H5 0.215 -0.295 -1.829
H6 -1.495 -0.804 -1.645
H7 -2.344 -0.948 0.697
H8 -1.212 -0.605 2.025
H9 -1.395 -2.235 1.414
H10 1.074 -2.128 -0.892
H11 0.628 -2.769 0.538
H12 -1.813 1.126 -0.219
H13 -1.367 1.567 -1.773

Mulliken population analysis, charges in e, atoms 1 to 6:
1 C 0.539
2 C -1.002
3 C -0.636
4 C -1.527
5 C 1.476
6 C -1.666

[4]
Density functional theory data (ωB97M-V/def2-TZVPD) for a 2-piece molecular cluster, C4H10N2 overall at a distorted geometry.

Summary:
ΔE to the lowest compared entry with this formula, charge and spin ... 490.2 kJ/mol
Max |F| ... 0.075 Eh/bohr
Charge ... 0
SMILES ... C=CNC.C=N

Atoms and positions in Å:
C1 0.007 1.586 -1.010
C2 -0.872 -0.844 1.541
N1 -1.625 -0.404 0.556
N2 0.048 0.143 -1.201
H1 -1.949 -1.157 -0.055
H2 -0.268 -0.150 -2.116
H3 -0.135 1.803 0.050
H4 -0.810 1.989 -1.603
H5 0.952 2.053 -1.314
H6 0.886 -1.050 1.301
H7 -0.912 -1.882 1.870
H8 -0.778 -0.138 2.361
C3 1.090 -0.606 -0.695
C4 1.678 -0.363 0.499
H9 1.611 0.639 0.907
H10 1.076 -1.618 -1.091

Mulliken population analysis, charges in e, atoms 1 to 6:
1 C -0.920
2 C -0.605
3 N -0.445
4 N -0.022
5 H 0.217
6 H 0.259

[5]
Density functional theory data (ωB97M-V/def2-TZVPD) for an isolated molecule of C4H7FN2S at a distorted geometry.

Summary:
ΔE to the lowest compared entry with this formula, charge and spin ... 285.7 kJ/mol
Max |F| ... 0.065 Eh/bohr
Charge ... 0
SMILES ... [H]/N=C\N(/C=C/F)SC

Atoms and positions in Å:
C1 0.484 2.146 0.627
C2 1.518 -1.254 -0.273
C3 -0.888 -1.043 -0.438
C4 -1.875 -0.143 -0.464
H1 1.335 1.818 1.173
H2 -0.506 2.032 1.129
H3 0.491 3.290 0.439
H4 2.360 -0.450 -0.259
H5 0.568 -2.935 0.124
H6 -1.009 -2.147 -0.215
H7 -1.822 0.927 -0.413
N1 0.384 -0.516 -0.458
N2 1.553 -2.459 0.091
F1 -3.224 -0.476 -0.125
S1 0.630 1.209 -0.940

Mulliken population analysis, charges in e, atoms 1 to 6:
1 C -0.742
2 C 0.399
3 C 0.205
4 C -0.440
5 H 0.264
6 H 0.293

[6]
Density functional theory data (ωB97M-V/def2-TZVPD) for an isolated molecule of C19H34N2O4.

Summary:
ΔE to the lowest compared entry with this formula, charge and spin ... 1.6 kJ/mol
Max |F| ... 0.012 Eh/bohr
Charge ... 0
SMILES ... CCOC(=O)[C@@H](C)NC(=O)[C@@H](NC(=O)[C@H]1CC[C@@H](CC)CC1)C(C)C

Atoms and positions in Å:
C1 -4.215 -3.155 -3.401
C2 -3.074 -2.778 -2.476
H1 -2.360 -2.109 -2.968
H2 -2.528 -3.665 -2.131
O1 -3.620 -2.105 -1.336
C3 -2.749 -1.580 -0.484
O2 -1.553 -1.654 -0.601
C4 -3.459 -0.881 0.677
N1 -2.527 -0.017 1.363
C5 -2.004 1.049 0.720
O3 -2.419 1.474 -0.339
C6 -0.811 1.651 1.482
N2 0.339 0.803 1.214
C7 0.554 -0.347 1.874
O4 -0.197 -0.730 2.763
C8 1.794 -1.145 1.504
C9 3.105 -0.346 1.534
C10 3.410 0.464 0.274
C11 3.290 -0.386 -0.992
C12 1.902 -1.026 -1.056
C13 1.621 -1.887 0.170
H3 0.605 -2.279 0.105
H4 2.313 -2.734 0.165
H5 1.133 -0.260 -1.168
H6 1.837 -1.662 -1.942
C14 3.558 0.432 -2.260
C15 5.001 0.910 -2.385
H7 5.150 1.403 -3.344
H8 5.687 0.069 -2.323
H9 5.252 1.619 -1.601
H10 2.887 1.295 -2.283
H11 3.320 -0.189 -3.126
H12 4.033 -1.190 -0.936
H13 2.752 1.332 0.193
H14 4.428 0.848 0.363
H15 3.105 0.316 2.403
H16 3.918 -1.064 1.671
H17 1.854 -1.904 2.294
H18 0.845 0.985 0.363
H19 -1.012 1.587 2.558
C16 -0.524 3.101 1.083
C17 -1.732 3.978 1.408
H20 -1.961 3.931 2.471
H21 -2.600 3.648 0.847
H22 -1.524 5.012 1.145
C18 0.715 3.624 1.807
H23 1.590 3.013 1.596
H24 0.927 4.644 1.497
H25 0.550 3.619 2.882
H26 -0.359 3.128 0.001
H27 -1.960 -0.434 2.101
C19 -4.034 -1.915 1.638
H28 -3.232 -2.520 2.055
H29 -4.734 -2.560 1.115
H30 -4.552 -1.413 2.451
H31 -4.256 -0.262 0.248
H32 -4.742 -2.261 -3.724
H33 -4.916 -3.806 -2.886
H34 -3.823 -3.672 -4.272

Mulliken population analysis, charges in e, atoms 1 to 6:
1 C -1.272
2 C -0.149
3 H 0.284
4 H 0.287
5 O -0.310
6 C 0.317

[7]
Density functional theory data (ωB97M-V/def2-TZVPD) for a 4-piece molecular cluster, C26H58BN2O5 overall at a distorted geometry.

Summary:
Electronic energy ... -1535.87749 a.u.
Multiplicity ... 2
Max |F| ... 0.052 Eh/bohr
Charge ... 0

Atoms and positions in Å:
C1 -2.673 2.406 1.647
C2 -2.443 0.909 1.308
B1 -1.440 0.649 0.109
O1 -1.999 0.324 -1.119
C3 0.150 0.670 0.172
N1 0.796 1.484 -0.900
C4 0.245 2.549 -1.321
C5 -0.019 3.794 -0.503
C6 -0.156 2.690 -2.763
C7 0.578 -0.809 -0.096
C8 2.033 -1.135 0.235
C9 3.021 -0.647 -0.863
C10 2.130 -2.681 0.193
N2 2.442 -0.713 1.598
O2 2.094 -1.553 2.508
C11 2.080 0.685 1.929
C12 2.251 0.839 3.453
C13 2.994 1.754 1.313
C14 0.606 0.999 1.628
H1 -1.768 3.009 1.630
H2 -3.460 2.856 1.046
H3 -3.045 2.454 2.672
H4 -2.155 0.397 2.225
H5 -3.421 0.491 1.052
H6 -2.831 0.825 -1.160
H7 -0.996 4.237 -0.705
H8 0.187 3.663 0.554
H9 0.708 4.526 -0.870
H10 0.097 3.664 -3.186
H11 -1.249 2.645 -2.736
H12 0.179 1.847 -3.358
H13 -0.093 -1.446 0.492
H14 0.369 -0.993 -1.149
H15 2.488 -0.159 -1.672
H16 3.502 -1.514 -1.312
H17 3.821 -0.032 -0.463
H18 3.081 -3.026 0.591
H19 1.274 -3.151 0.665
H20 2.075 -2.964 -0.858
H21 1.426 0.364 3.975
H22 3.178 0.394 3.806
H23 2.215 1.892 3.737
H24 2.647 2.710 1.697
H25 3.014 1.766 0.229
H26 4.002 1.634 1.716
H27 0.030 0.342 2.285
H28 0.376 2.015 1.943
C15 0.719 -7.353 -2.523
C16 1.348 -6.477 -1.452
O3 0.505 -5.437 -0.993
C17 -0.720 -5.833 -0.404
C18 -0.557 -6.716 0.821
H29 0.415 -6.748 -3.379
H30 1.433 -8.105 -2.861
H31 -0.166 -7.875 -2.156
H32 2.229 -5.984 -1.865
H33 1.697 -7.084 -0.610
H34 -1.363 -6.316 -1.149
H35 -1.222 -4.908 -0.115
H36 -0.065 -7.660 0.584
H37 -1.533 -6.947 1.251
H38 0.046 -6.210 1.577
C19 4.174 7.952 -0.356
C20 2.759 7.801 0.176
O4 2.333 6.456 0.302
C21 3.094 5.635 1.170
C22 3.131 6.124 2.608
H39 4.269 7.464 -1.328
H40 4.424 9.007 -0.468
H41 4.911 7.504 0.311
H42 2.063 8.268 -0.522
H43 2.644 8.328 1.129
H44 4.108 5.504 0.778
H45 2.622 4.655 1.138
H46 3.602 7.103 2.697
H47 3.694 5.425 3.228
H48 2.119 6.209 3.008
C23 -7.211 -2.579 -1.683
C24 -6.399 -3.727 -1.106
O5 -5.316 -4.132 -1.921
C25 -4.334 -3.145 -2.192
C26 -3.654 -2.590 -0.953
H49 -7.597 -2.844 -2.668
H50 -8.051 -2.345 -1.028
H51 -6.615 -1.673 -1.795
H52 -7.040 -4.604 -1.007
H53 -6.047 -3.484 -0.097
H54 -4.766 -2.336 -2.792
H55 -3.589 -3.633 -2.821
H56 -4.358 -2.084 -0.290
H57 -2.885 -1.871 -1.234
H58 -3.188 -3.396 -0.382

Mulliken population analysis, charges in e, atoms 1 to 6:
1 C -1.152
2 C -0.488
3 B 0.404
4 O -0.775
5 C 2.544
6 N -0.372

[8]
Density functional theory data (ωB97M-V/def2-TZVPD) for C8H28AsF6O6 as an isolated structure at a distorted geometry.

Summary:
ΔE to the lowest compared entry with this formula, charge and spin ... 0.0 kJ/mol
Max |F| ... 0.038 Eh/bohr
Charge ... -1

Atoms and positions in Å:
As1 1.717 -0.136 0.496
F1 1.027 1.361 0.983
F2 3.294 0.379 1.003
F3 2.346 -1.684 0.064
F4 0.138 -0.688 0.000
F5 2.045 0.476 -1.096
F6 1.411 -0.785 2.091
C1 -5.769 -0.766 -2.129
C2 -4.396 -0.130 -2.233
C3 -3.245 -1.085 -2.046
O1 -4.198 0.526 -3.497
H1 -6.558 -0.199 -2.637
H2 -6.083 -0.898 -1.092
H3 -5.817 -1.752 -2.605
H4 -4.364 0.669 -1.480
H5 -3.419 -1.812 -1.257
H6 -2.361 -0.512 -1.772
H7 -3.041 -1.649 -2.955
H8 -4.975 1.055 -3.696
C4 0.325 3.129 3.854
O2 1.251 4.071 4.399
H9 0.738 2.172 3.524
H10 -0.456 2.994 4.593
H11 -0.044 3.562 2.917
H12 2.046 4.060 3.861
C5 0.076 -0.499 5.486
O3 1.114 -1.187 4.812
H13 0.040 -0.867 6.511
H14 0.296 0.573 5.526
H15 -0.882 -0.684 4.992
H16 1.095 -0.932 3.880
C6 5.204 0.124 -1.601
O4 5.459 1.386 -0.996
H17 4.708 0.165 -2.575
H18 6.139 -0.411 -1.799
H19 4.634 -0.462 -0.884
H20 4.793 1.467 -0.306
C7 2.586 1.500 -4.401
O5 1.961 2.045 -3.263
H21 3.615 1.899 -4.482
H22 2.815 0.439 -4.234
H23 2.048 1.688 -5.323
H24 2.148 1.482 -2.505
C8 -1.794 -3.577 0.472
O6 -1.290 -2.886 -0.629
H25 -1.208 -4.477 0.732
H26 -1.732 -2.983 1.393
H27 -2.810 -3.930 0.290
H28 -0.626 -2.230 -0.384

Mulliken population analysis, charges in e, atoms 1 to 6:
1 As 2.007
2 F -0.470
3 F -0.538
4 F -0.499
5 F -0.582
6 F -0.562